(1)
{
  "formula": "C4H9N2O2S",
  "method": "the ωB97M-V functional and the def2-TZVPD basis",
  "species": ["C", "C", "C", "C", "N", "N", "O", "O", "S", "H", "H", "H", "H", "H", "H", "H", "H", "H"],
  "positions_angstrom": [[3.383301, -1.170612, 0.342151], [-0.541398, 0.257417, -1.118348], [-0.852790, 0.713737, 0.880180], [-0.655526, -0.660924, 0.181877], [0.199482, -1.585157, 0.702715], [-0.157470, 1.426239, -0.189059], [2.467702, 1.191583, 0.236387], [3.767804, -0.774121, -0.855565], [3.756689, 0.528770, 0.229717], [3.695660, -2.071203, 0.952313], [0.200189, -0.057856, -1.855119], [-1.618109, 0.593028, -1.485584], [-1.982418, 1.035787, 0.936624], [-0.328326, 0.783727, 1.816437], [-1.627221, -1.177898, 0.238736], [0.602283, -2.176376, -0.014455], [0.916688, 1.354767, -0.298079], [-0.430709, 2.287474, -0.596080]],
  "forces_ev_per_angstrom": [[0.229, -0.933, 2.309], [-2.104, -0.152, 0.011], [-1.399, -0.136, 1.868], [-2.979, 2.062, -0.907], [1.694, -0.237, 0.611], [2.291, -1.781, -3.219], [-0.634, 1.137, -0.387], [0.390, -0.369, -1.913], [0.233, -0.952, 0.930], [-0.140, 1.056, -1.023], [-0.276, 0.569, -0.216], [2.396, -1.377, 0.198], [2.419, -0.543, -0.068], [-0.146, 0.342, 0.565], [-0.160, -0.115, -0.417], [0.047, -0.256, -0.303], [-1.154, 0.410, 1.713], [-0.708, 1.274, 0.248]],
  "molar_mass_g_mol": 149.20,
  "orbital_gap_ev": [9.8, 8.2],
  "e_homo_ev": [-13.973, -12.632],
  "fmax_ev_per_a": 4.33,
  "spin_multiplicity": 1,
  "charge": 1,
  "e_above_lowest_kcal_mol": 144.3,
  "total_energy_ha": -815.4898
}

***

(2)
{
  "formula": "C4H9N2OS",
  "method": "the ωB97M-V functional and the def2-TZVPD basis",
  "species": ["C", "C", "C", "S", "N", "C", "N", "O", "H", "H", "H", "H", "H", "H", "H", "H", "H"],
  "positions_angstrom": [[-1.551411, -0.660811, 0.913569], [-0.970719, -0.017966, -0.375250], [-0.506397, -0.981371, -1.430986], [-0.439670, -0.405047, -3.163136], [0.118801, 0.883459, 0.137786], [1.282283, 0.393137, 0.637315], [2.315904, 1.309551, 0.678858], [1.423513, -0.708600, 1.144625], [-1.032926, -1.546249, 1.266282], [-1.477596, 0.105387, 1.685379], [-2.605094, -0.917611, 0.761254], [-1.704449, 0.699001, -0.717261], [-1.121024, -1.881459, -1.346571], [0.505889, -1.311731, -1.189488], [0.192915, 1.743455, -0.381263], [3.128715, 1.153340, 1.245260], [2.441269, 2.143515, 0.133625]],
  "forces_ev_per_angstrom": [[-0.456, 0.156, -0.469], [0.743, 0.327, 2.041], [0.327, -0.591, -0.636], [-0.198, 0.377, 0.160], [-0.211, -0.087, -1.067], [0.087, 0.145, 0.483], [1.047, 0.892, 0.119], [-0.025, -0.046, -0.010], [0.258, -0.028, -0.197], [-0.217, -0.134, 0.183], [0.049, -0.020, 0.001], [-0.273, -0.051, -0.516], [-0.186, -0.009, -0.088], [-0.107, -0.012, 0.328], [0.152, -0.048, -0.096], [-0.220, -0.741, 0.100], [-0.770, -0.129, -0.335]],
  "molar_mass_g_mol": 133.20,
  "smiles": "C[C@H](C[S-])NC(N)=O",
  "orbital_gap_ev": 5.9,
  "e_homo_ev": -2.363,
  "fmax_ev_per_a": 2.20,
  "spin_multiplicity": 1,
  "charge": -1,
  "e_above_lowest_kcal_mol": 7.5,
  "total_energy_ha": -740.8121
}

***

(3)
{
  "formula": "C4H9N2OS",
  "method": "the ωB97M-V functional and the def2-TZVPD basis",
  "species": ["C", "C", "C", "C", "N", "N", "O", "S", "H", "H", "H", "H", "H", "H", "H", "H", "H"],
  "positions_angstrom": [[1.085471, 1.242696, 0.442657], [2.421488, 0.727832, -0.181640], [0.622786, -1.123900, 0.074236], [-1.909475, -0.569287, -0.544175], [-1.095899, 0.406535, 0.097656], [0.170684, 0.097856, 0.173306], [-2.265106, -1.585568, 0.497309], [2.395559, -1.101751, 0.019937], [1.152950, 1.274664, 1.580726], [0.689783, 2.152543, -0.154546], [2.416446, 1.032407, -1.209606], [3.321036, 1.232398, 0.150521], [-0.052377, -1.974704, -0.139334], [-1.327270, -0.893660, -1.421709], [-3.187423, -1.675567, 0.676461], [-2.876487, -0.106227, -1.006062], [-1.562158, 0.863727, 0.944260]],
  "forces_ev_per_angstrom": [[1.026, -0.455, -0.122], [-1.052, 0.678, 0.381], [1.795, 1.487, -0.611], [-3.118, 0.121, 0.549], [-4.552, 1.829, 0.165], [1.843, -0.996, 0.943], [2.312, 0.792, -1.943], [-0.788, -0.071, -0.135], [-0.182, 0.686, -1.473], [0.564, -1.455, 1.600], [-0.202, -0.565, -0.947], [0.087, -0.404, 0.910], [0.692, 0.446, 0.669], [-0.359, -0.750, 0.527], [-1.105, 0.155, -0.312], [1.711, -0.644, 1.192], [1.328, -0.854, -1.394]],
  "molar_mass_g_mol": 133.20,
  "orbital_gap_ev": 9.0,
  "e_homo_ev": -13.333,
  "fmax_ev_per_a": 4.91,
  "spin_multiplicity": 1,
  "charge": 1,
  "e_above_lowest_kcal_mol": 76.6,
  "total_energy_ha": -740.4209
}